*i*
Computed, not measured: 2 unconnected molecules or ions with the total composition C6H15ClNO2, with ωB97M-V/def2-TZVPD.

Charge: -1
Molecular weight in g/mol: 168.6

```
25
C6H15ClNO2 | the OMol25 dataset | ωB97M-V/def2-TZVPD
H 2.11 -2.23 -0.32
H 0.86 -1.24 0.44
C -0.66 -1.29 -1.89
H -0.50 0.69 1.57
H 0.03 0.91 -1.38
C -0.17 1.63 1.13
H -2.17 1.99 0.23
H 2.03 2.03 2.32
H -2.47 -0.42 -1.01
H -0.88 2.94 -0.42
H 1.96 0.22 2.04
H -0.19 2.49 1.81
C 2.08 1.21 1.59
H -0.81 -0.97 -2.92
C 1.06 -1.94 -0.37
H 3.05 1.15 1.11
C -1.38 -0.37 -0.90
N -0.97 1.03 -1.20
H -1.13 -2.29 -1.87
Cl -1.79 -3.98 1.22
O 1.12 1.48 0.59
H 0.48 -2.85 -0.20
C -1.13 1.93 -0.06
H -1.23 -0.73 0.12
O 0.71 -1.40 -1.62
```

*ii*
Computed, not measured: 2 unconnected molecules or ions with the total composition C6H15ClNO2, with ωB97M-V/def2-TZVPD.

Charge: -1
Molecular weight in g/mol: 168.6

```
25
C6H15ClNO2 | the OMol25 dataset | ωB97M-V/def2-TZVPD
H 0.95 1.41 -0.06
H -0.76 -0.19 1.38
H 0.27 -3.84 1.28
H 0.61 1.73 1.62
C -0.99 0.54 0.60
H -0.76 -1.14 -2.37
H 0.83 -2.73 -1.49
H -0.01 4.86 0.14
H 0.64 -0.15 -1.59
C 0.14 1.60 0.64
H -0.65 -2.62 -0.59
H -1.86 1.12 0.89
C -0.24 -0.79 -1.48
Cl -1.18 0.15 -3.75
O 0.96 -1.95 0.38
N -1.29 0.03 -0.75
C 1.12 -3.22 1.01
C 0.14 3.91 0.65
H 1.23 3.87 0.69
H 1.66 -4.01 0.49
H 1.72 -2.93 1.87
C 0.25 -2.07 -0.84
H -0.10 4.05 1.70
O -0.49 2.78 0.17
H -2.19 -0.41 -0.61
```

It comes down to *i*, which is 49.0 kcal/mol more stable than the next structure.

*i*
Computed, not measured: C26H35N5O2 in the gas phase, with ωB97M-V/def2-TZVPD.

Molecular weight in g/mol: 449.6
SMILES: CN(C)c1ccc(C(=O)N2CCC[C@@H](CCC(=O)N3CCN(c4ccccn4)CC3)C2)cc1

```
68
C26H35N5O2 | the OMol25 dataset | ωB97M-V/def2-TZVPD
H -3.04 7.01 1.34
C 2.30 -3.03 0.69
H 1.73 -1.46 -3.38
C -0.66 -3.15 -1.90
C 3.33 -5.14 1.25
H -3.31 3.83 -2.15
H -0.08 8.11 -2.36
C 2.09 -1.89 -0.24
H -4.29 3.97 0.04
H 1.48 -5.85 4.86
H -1.16 -4.06 -2.22
H 3.96 -5.96 0.94
H 2.80 -6.91 5.35
H -2.76 -0.51 -1.31
C -1.43 3.24 -1.26
N -2.04 2.52 -0.17
C -2.41 3.39 0.92
H -0.53 -0.74 -0.42
C 2.78 -5.11 2.54
C -2.47 1.23 -0.17
H 3.94 -7.92 3.92
H -0.59 -2.37 -3.90
H -1.89 9.17 1.37
C 1.78 -2.98 1.98
C -2.15 6.39 -0.55
H -1.07 -2.87 -0.93
H -1.94 4.92 -2.55
C 3.09 -4.13 0.35
H -1.99 -1.83 -2.99
N -1.32 6.74 -1.55
H -1.15 2.58 -2.08
H -0.52 3.74 -0.89
H 1.02 -4.15 -0.99
H 3.07 -5.16 5.29
H 1.19 -2.12 2.28
C -2.11 0.37 -1.36
H -0.24 -0.05 -3.38
C 2.56 -6.00 4.80
H 1.57 -3.91 3.87
H 3.54 -4.17 -0.63
C -2.41 4.32 -1.77
H 4.93 -6.80 2.98
C -0.88 8.83 -0.50
C 1.34 -1.12 -2.41
H 1.23 -3.78 -2.72
H 1.91 -0.26 -2.07
C -1.73 8.49 0.55
C 3.92 -7.19 3.11
H 3.62 -7.71 2.20
C 2.00 -4.00 2.88
N -2.79 5.20 -0.69
H -2.88 2.78 1.69
O 2.45 -0.76 0.05
C -2.37 7.27 0.53
C -3.38 4.46 0.41
C 0.84 -3.40 -1.77
H -1.51 3.87 1.32
O -3.10 0.78 0.77
C -0.92 -2.03 -2.92
H -3.67 5.13 1.22
H -0.01 0.79 -1.08
C -0.64 -0.08 -1.27
C -0.15 -0.76 -2.55
H -2.30 0.88 -2.30
H -0.36 9.78 -0.51
N 1.53 -2.18 -1.44
N 2.97 -6.15 3.42
C -0.72 7.91 -1.52
```

*ii*
Computed, not measured: C26H35N5O2 in the gas phase, with ωB97M-V/def2-TZVPD.

Molecular weight in g/mol: 449.6
SMILES: CN(C)c1cccc(C(=O)N2CCC[C@H](CCC(=O)N3CCN(c4ccccn4)CC3)C2)c1

```
68
C26H35N5O2 | the OMol25 dataset | ωB97M-V/def2-TZVPD
H -3.21 1.78 1.84
H 6.24 -0.60 -2.27
H 4.98 2.18 -0.44
H -2.57 4.56 0.73
H 2.71 0.45 2.32
C -5.06 -2.35 0.19
H -0.18 4.63 -0.53
C 6.93 -3.46 -0.62
H -4.87 1.62 0.03
C -3.98 -1.48 -0.04
H 6.47 -3.71 1.47
H -5.33 0.60 -2.35
H 7.21 -2.82 -2.65
N -4.95 -3.37 1.10
N 5.33 0.24 0.16
C 1.23 3.01 -0.34
C 4.78 1.16 -0.80
C 5.82 -0.99 -0.17
H -2.95 -3.94 0.73
C 3.26 0.96 -0.93
C -4.04 2.33 -0.07
H 2.85 1.67 -1.65
H -4.40 3.23 -0.58
C 6.30 -1.31 -1.45
C -3.65 -3.78 1.56
C -4.08 -0.42 -0.93
H -0.92 2.00 0.79
C 4.71 0.42 1.47
H -3.04 -1.61 0.47
H 0.29 4.23 1.13
H 4.94 1.44 1.81
H -7.25 -0.92 -1.97
N 5.91 -1.87 0.83
H 5.14 -0.31 2.15
H -5.83 -4.94 2.13
C -6.05 -4.28 1.29
C -2.88 0.42 -1.17
C 6.85 -2.55 -1.67
H 7.35 -4.45 -0.76
H 0.94 2.41 -1.21
H -1.86 3.82 2.17
O 1.41 2.20 1.91
N 2.65 1.13 0.37
C -3.50 2.70 1.31
H -3.22 -3.03 2.23
C -6.33 -1.07 -1.43
H -2.17 3.53 -1.54
C -1.21 2.93 0.31
C 0.03 3.81 0.16
H -7.09 -2.76 -0.41
N -2.99 1.74 -0.87
C -1.85 2.60 -1.05
H -6.23 -4.91 0.40
H -1.15 2.07 -1.69
C -2.28 3.61 1.18
H -4.28 3.19 1.89
C 1.76 2.09 0.75
H 2.03 3.69 -0.64
C 6.44 -3.06 0.61
H 5.25 1.04 -1.77
C -5.26 -0.21 -1.64
H -6.96 -3.73 1.52
O -1.86 -0.04 -1.66
H 2.98 -0.80 1.07
H 3.06 -0.06 -1.28
C -6.24 -2.11 -0.53
H -3.73 -4.71 2.12
C 3.20 0.23 1.37
```

It comes down to *ii*, which is 1.4 kcal/mol more stable than the next structure.